1.
C31H81N3O11 | ωB97M-V with the def2-TZVPD basis set

Structure (XYZ):
```
126
C31H81N3O11 ωB97M-V with the def2-TZVPD basis set
C -14.6859 14.3875 5.2638
O -15.1349 15.7026 5.4156
H -15.1549 13.6357 5.8986
H -14.8280 14.0378 4.2413
H -13.6738 14.3633 5.6677
H -14.7735 16.2015 4.6793
C -12.2526 11.6208 2.1756
O -12.5027 12.5338 3.1983
H -12.9914 10.8194 2.1683
H -12.3094 12.1982 1.2529
H -11.2932 11.1559 2.4029
H -11.9136 13.2700 3.0179
C -11.6631 11.2284 6.4896
O -11.1801 11.9299 7.5738
H -11.8250 10.1896 6.7772
H -12.6583 11.6338 6.3066
H -10.9826 11.3479 5.6466
H -11.5107 12.8298 7.5225
C -16.5990 18.7445 2.1350
O -15.5164 18.6608 1.2079
H -17.5560 18.3824 1.7592
H -16.2878 18.1722 3.0089
H -16.7558 19.7314 2.5703
H -15.7180 17.8341 0.7635
O -11.0160 14.7931 6.9420
H -10.4805 15.1060 6.2129
H -10.6278 15.1999 7.7167
O -16.8164 15.1706 3.0257
H -17.4964 15.7660 2.7105
H -16.9488 15.1351 3.9730
O -13.9115 17.4298 3.5866
H -14.3846 17.6182 2.7761
H -13.8166 18.2817 4.0126
O -11.5760 16.4921 4.6405
H -12.3299 16.5171 4.0512
H -11.9403 16.6854 5.5044
C -16.0344 18.9636 6.1624
C -14.8045 19.7996 6.4555
C -13.8904 18.9801 7.4004
C -12.4262 19.3962 7.6983
C -11.7610 19.6564 6.2730
C -12.5770 20.5005 5.2817
N -13.9921 19.9529 5.1608
O -14.7206 20.7225 4.2595
C -12.5045 21.9508 5.6838
C -11.8898 20.2936 3.9291
C -15.2407 21.0921 7.3148
H -15.8730 18.0522 5.5868
H -16.6314 19.6389 5.5495
H -16.6472 18.7698 7.0427
H -14.4663 18.9381 8.3249
H -13.8483 17.9250 7.1302
H -11.9607 18.5636 8.2257
H -12.4265 20.2283 8.4024
H -11.5042 18.6759 5.8719
H -10.8041 20.1347 6.4820
H -11.5700 22.4260 5.3855
H -13.3096 22.5605 5.2736
H -12.6291 22.1677 6.7447
H -12.3914 20.8803 3.1595
H -10.8368 20.5746 3.9488
H -11.8884 19.2378 3.6583
H -15.7733 21.8733 6.7723
H -14.3343 21.5543 7.7058
H -15.9406 20.8365 8.1104
H -14.4592 21.6036 4.5371
C -15.9305 8.5408 5.8315
C -15.1630 8.7395 4.5188
C -15.6192 7.5883 3.4658
C -16.9510 7.8518 2.8736
C -16.9407 9.2161 2.2419
C -16.6750 10.3900 3.2302
N -15.4145 10.1163 3.9248
O -14.7817 11.1518 4.5598
C -16.4934 11.6352 2.2706
C -17.9490 10.6696 4.1427
C -13.6856 8.5082 4.7342
H -16.9957 8.5511 5.6007
H -15.6136 9.2211 6.6221
H -15.6917 7.5319 6.1678
H -14.8027 7.4007 2.7686
H -15.7512 6.6341 3.9759
H -17.6610 7.8012 3.6991
H -17.3632 7.1528 2.1459
H -17.7828 9.5732 1.6491
H -16.1488 9.2983 1.4975
H -16.1927 12.5335 2.8098
H -15.6003 11.5275 1.6550
H -17.2864 11.9025 1.5722
H -18.9289 10.4854 3.7022
H -17.9299 10.2925 5.1652
H -17.9533 11.7409 4.3437
H -13.1589 8.9798 5.5639
H -13.2015 8.7902 3.7992
H -13.5364 7.4285 4.7436
H -14.1971 11.3982 3.8394
C -18.3053 12.9358 11.1990
C -17.0868 11.9792 11.2930
C -17.2698 10.7091 10.3878
C -17.2365 10.9949 8.8747
C -15.8790 11.6233 8.5844
C -15.4750 12.8691 9.4600
N -15.7615 12.5967 10.8993
O -15.3701 13.6292 11.7683
C -13.9894 12.9839 9.2697
C -16.1345 14.0785 8.7980
C -16.9029 11.4375 12.6783
H -19.1830 12.4410 11.6148
H -18.4825 13.1892 10.1538
H -18.1171 13.8538 11.7557
H -16.5643 9.8951 10.5542
H -18.2383 10.2121 10.4429
H -18.0488 11.6436 8.5469
H -17.1590 10.0224 8.3885
H -15.7865 11.9826 7.5595
H -15.1413 10.8209 8.5966
H -13.5181 12.0463 9.5643
H -13.6076 13.3654 8.3227
H -13.5507 13.7125 9.9515
H -15.6268 14.4201 7.8961
H -17.1640 13.7984 8.5747
H -16.0981 14.9432 9.4607
H -16.0252 10.7939 12.7380
H -17.8177 10.9345 12.9918
H -16.7822 12.2437 13.4019
H -16.0816 14.2671 11.6753
```

Calculated values
SMILES string: CC1(C)CCCC(C)(C)N1O.CC1(C)CCCC(C)(C)N1O.CC1(C)CCCC(C)(C)N1O.CO.CO.CO.CO.O.O.O.O
Electronic energy in hartree: -2221.37835
Kohn-Sham gap in Ha: 0.298

2.
C31H82AlAsF10N8O16S4 | ωB97M-V with the def2-TZVPD basis set

Structure (XYZ):
```
153
C31H82AlAsF10N8O16S4 ωB97M-V with the def2-TZVPD basis set
Al 3.1085 -6.4663 2.7472
As -3.2945 -10.8257 5.2225
F -3.6808 -10.5765 3.5118
F -4.3917 -9.4060 5.5433
F -3.0045 -10.9969 6.9984
F -2.2202 -12.1990 4.9250
F -1.9329 -9.6605 5.0293
F -4.6632 -12.0288 5.3734
N 7.1127 -6.7144 -1.0747
S 7.9733 -5.6325 -1.7444
O 7.8341 -5.2139 -3.1138
O 9.2585 -5.4369 -1.0576
F 7.0271 -4.5363 -1.0255
S 7.6544 -7.8766 -2.1482
O 9.1143 -7.9936 -2.3297
O 6.7474 -8.2313 -3.2480
F 7.3936 -9.1067 -1.1448
N -0.9369 -3.0264 1.3412
S -2.3737 -2.9239 0.9190
O -2.7509 -3.2432 -0.4993
O -3.3384 -2.1176 1.6981
F -2.7525 -4.2894 1.6662
S -0.6910 -1.4133 1.0827
O -0.8676 -0.4971 2.2229
O -0.7945 -0.9358 -0.2811
F 0.8823 -1.6541 1.0812
C -3.9194 5.6212 0.4325
C -3.6639 6.8955 -0.3601
C -4.8528 7.0231 -1.4209
C -6.2282 7.4504 -0.7572
C -5.9265 8.6541 0.1705
C -4.7785 8.5102 1.2539
N -3.5623 8.0617 0.5376
O -2.4481 8.1747 1.3074
C -4.5323 9.9193 1.8468
C -5.3536 7.6829 2.4123
C -2.3061 6.7335 -1.2129
H -3.0959 5.3601 1.0972
H -4.1071 4.8604 -0.3251
H -4.7576 5.5431 1.1249
H -4.5558 7.7823 -2.1444
H -5.0277 6.1768 -2.0852
H -6.6743 6.6833 -0.1242
H -7.0051 7.7800 -1.4470
H -6.8872 8.7118 0.6822
H -5.7579 9.5509 -0.4257
H -4.2739 10.6239 1.0563
H -5.4583 10.3228 2.2566
H -3.7604 9.9814 2.6139
H -6.2641 7.1680 2.1058
H -4.5278 7.1039 2.8258
H -5.6845 8.2532 3.2803
H -2.0000 7.7143 -1.5769
H -2.4566 5.9743 -1.9804
H -1.5263 6.2798 -0.6012
H -2.0463 8.9877 0.9925
C -9.6272 0.2992 1.6404
O -10.7185 1.1061 1.5135
H -8.6575 0.7961 1.6102
H -9.6988 -0.4840 2.3951
H -9.6446 -0.2451 0.6962
H -11.4511 0.5244 1.7292
C 6.4752 2.6630 1.8146
O 5.8906 2.0925 2.9598
H 7.4852 2.2836 1.6594
H 5.9123 2.2496 0.9777
H 6.3583 3.7424 1.7173
H 5.2470 2.7493 3.2358
C 0.1295 -10.6881 -2.5838
C 0.8553 -9.5406 -1.9665
C 0.5969 -8.2140 -2.8001
O 1.3415 -7.1412 -2.2012
C 1.3409 -6.0110 -2.9675
N 0.4488 -9.4858 -0.5532
H 0.2851 -10.7044 -3.6626
H -0.9365 -10.6818 -2.3566
H 0.5721 -11.6375 -2.2825
H 1.9268 -9.7409 -1.9626
H -0.4699 -7.9912 -2.7778
H 0.9684 -8.4754 -3.7909
H 0.3225 -5.6401 -2.8513
H 1.6254 -6.0615 -4.0185
H 1.9505 -5.2174 -2.5355
H -0.5360 -9.2858 -0.4523
H 0.4105 -10.4042 -0.1347
C 2.2179 6.9057 5.9119
C 1.6505 5.5327 6.0157
C 0.3334 5.3982 6.9174
O 0.2101 3.9664 7.2020
C -1.0633 3.7399 7.8028
N 1.3145 4.9459 4.6998
H 3.1996 6.8388 5.4429
H 2.4261 7.1103 6.9621
H 1.5043 7.6420 5.5422
H 2.4460 4.8776 6.3709
H -0.5864 5.7581 6.4562
H 0.3899 6.0192 7.8114
H -1.8303 4.1038 7.1191
H -1.2153 4.1259 8.8108
H -1.2170 2.6612 7.7752
H 0.6455 5.5976 4.3152
H 0.8542 4.1178 5.0497
C -5.8467 -0.8979 -5.9517
C -4.9695 -1.8946 -6.6989
C -3.4949 -1.4964 -6.8419
O -2.8661 -2.6437 -7.4198
C -1.5815 -2.3208 -7.9537
N -5.1718 -3.1706 -6.0080
H -5.5739 -0.6887 -4.9173
H -6.9149 -1.1022 -6.0239
H -5.6082 -0.0187 -6.5504
H -5.4873 -2.0710 -7.6417
H -2.9833 -1.4306 -5.8816
H -3.3982 -0.6083 -7.4665
H -0.9868 -3.1229 -8.3908
H -0.9084 -1.8420 -7.2426
H -1.6236 -1.6770 -8.8323
H -4.6013 -3.0706 -5.1805
H -4.5408 -3.8277 -6.4440
C 6.1071 -1.7111 7.8715
C 5.1359 -2.7702 7.1983
C 3.6602 -2.3573 7.3657
O 2.7567 -3.3329 6.8419
C 1.4239 -3.3077 7.2197
N 5.4895 -2.8636 5.7702
H 7.1438 -2.0325 7.9721
H 5.8478 -1.5013 8.9092
H 6.1797 -0.7926 7.2892
H 5.2176 -3.7186 7.7292
H 3.6101 -1.3128 7.0580
H 3.4446 -2.2152 8.4246
H 0.8308 -3.9609 6.5797
H 1.0671 -2.3085 6.9697
H 1.3891 -3.6635 8.2494
H 5.3895 -1.9299 5.3982
H 6.4873 -3.0199 5.7570
C 5.6762 4.3688 -8.8555
C 6.0399 2.8795 -8.8806
C 4.8455 1.9216 -8.7678
O 4.0280 2.1842 -7.6397
C 4.6888 1.9935 -6.3638
N 6.6870 2.6464 -10.1602
H 5.1825 4.6000 -7.9116
H 5.0311 4.6083 -9.7008
H 6.5629 5.0003 -8.7991
H 6.6995 2.6556 -8.0423
H 5.2407 0.9059 -8.7821
H 4.2128 2.1820 -9.6164
H 5.4541 2.7182 -6.0858
H 5.1634 1.0137 -6.3100
H 3.9277 2.0682 -5.5872
H 7.2826 3.4575 -10.2467
H 5.9979 2.6988 -10.8967
```

Calculated values
Electronic energy in hartree: -7941.00932
Kohn-Sham gap in Ha: 0.036

3.
C31H84BN3NbO9 | ωB97M-V with the def2-TZVPD basis set

Structure (XYZ):
```
129
C31H84BN3NbO9 ωB97M-V with the def2-TZVPD basis set
C 3.2923 -5.8625 -0.6319
C 2.6100 -4.3832 -0.8164
C 2.7937 -3.8220 -2.3800
C 1.0679 -4.2554 -0.2724
C 0.0607 -5.4585 -0.7508
Nb -2.1696 -4.9737 -0.5210
O -4.2666 -4.5529 -0.2827
C -2.7950 -6.5826 -2.0441
N -4.1341 -7.2075 -1.5995
C -1.9504 -3.4918 -2.2373
C -3.3581 -2.6687 -2.5978
N -3.5173 -1.3571 -2.2069
B -1.7838 -3.3745 1.0981
O -1.0448 -3.8708 2.3127
N -2.2386 -1.9284 1.0319
C -1.1622 -0.9914 0.5311
C -2.5942 -1.3821 2.4247
H 2.9502 -6.4531 0.3191
H 4.4659 -5.6859 -0.5059
H 3.1933 -6.5214 -1.6221
H 3.2579 -3.6307 -0.1544
H 2.2965 -4.5671 -3.1344
H 3.9660 -3.7165 -2.5720
H 2.3375 -2.7405 -2.3918
H 0.6384 -3.2429 -0.7200
H 1.1405 -4.1249 0.9078
H 0.3401 -6.4748 -0.1941
H 0.2360 -5.6199 -1.9135
H -2.3027 -6.2283 0.8168
H -4.7362 -4.6319 -1.1646
H -3.0538 -6.0111 -3.0594
H -1.9723 -7.4113 -2.2210
H -4.9303 -6.6404 -2.0104
H -4.2340 -7.1533 -0.5619
H -1.7040 -4.1343 -3.2122
H -1.1241 -2.6779 -2.0603
H -4.2589 -3.1530 -3.1946
H -4.4688 -1.0037 -2.5226
H -0.9650 -4.8851 2.2156
H -1.7343 -0.0581 0.0550
H -0.4860 -1.4191 -0.3222
H -0.5852 -0.5712 1.4590
H -1.6856 -1.4943 3.1866
H -3.4939 -1.9607 2.9233
H -2.8193 -0.2153 2.3121
C -0.0889 4.0593 -2.4734
C -0.1847 2.6432 -1.9281
C -1.3545 1.8908 -2.5422
O -0.3452 2.6921 -0.5128
H -0.9936 4.6314 -2.2392
H 0.7499 4.5928 -2.0135
H 0.0510 4.0556 -3.5589
H 0.7474 2.1058 -2.1339
H -2.3040 2.3861 -2.3104
H -1.4184 0.8776 -2.1313
H -1.2526 1.8222 -3.6296
H -1.1704 3.1677 -0.3207
C -2.2750 -4.3920 6.6753
C -3.3223 -3.3120 6.4556
C -4.6057 -3.8928 5.8836
O -2.8077 -2.3305 5.5595
H -2.0103 -4.8794 5.7303
H -1.3525 -3.9577 7.0757
H -2.6347 -5.1546 7.3731
H -3.5369 -2.8089 7.4047
H -4.4237 -4.3625 4.9105
H -5.3458 -3.1024 5.7191
H -5.0353 -4.6404 6.5574
H -2.6141 -2.7683 4.7139
C 3.1790 6.5646 -2.1736
C 2.7901 7.5174 -1.0544
C 3.8523 7.5583 0.0327
O 1.5507 7.1000 -0.4882
H 3.2886 5.5415 -1.7969
H 2.3997 6.5361 -2.9428
H 4.1213 6.8678 -2.6405
H 2.6419 8.5233 -1.4622
H 3.9857 6.5704 0.4876
H 3.5532 8.2385 0.8374
H 4.8147 7.8912 -0.3680
H 1.6728 6.2076 -0.1236
C 7.6790 -7.9354 -1.2180
C 7.2901 -6.9826 -0.0988
C 8.3523 -6.9417 0.9883
O 6.0507 -7.4000 0.4674
H 7.7886 -8.9585 -0.8413
H 6.8997 -7.9639 -1.9873
H 8.6213 -7.6322 -1.6850
H 7.1419 -5.9767 -0.5066
H 8.4857 -7.9296 1.4432
H 8.0532 -6.2615 1.7929
H 9.3147 -6.6088 0.5876
H 6.1728 -8.2924 0.8319
C 0.6095 1.5431 4.2011
C -0.4378 2.6231 3.9813
C -1.7212 2.0423 3.4093
O 0.0768 3.6047 3.0852
H 0.8742 1.0557 3.2560
H 1.5320 1.9774 4.6014
H 0.2498 0.7805 4.8988
H -0.6524 3.1263 4.9304
H -1.5391 1.5726 2.4362
H -2.4613 2.8327 3.2448
H -2.1508 1.2947 4.0832
H 0.2704 3.1668 2.2397
C -1.8287 6.9679 -4.6384
C -0.5438 7.0181 -5.4497
C -0.8226 7.3381 -6.9097
O 0.1205 5.7603 -5.3605
H -2.4987 6.1861 -5.0134
H -1.6139 6.7245 -3.5922
H -2.3557 7.9265 -4.6739
H 0.1279 7.7742 -5.0289
H -1.4569 6.5695 -7.3652
H 0.1100 7.3587 -7.4838
H -1.3194 8.3076 -7.0134
H -0.4687 5.0828 -5.7318
C -2.4525 8.2218 1.5397
C -2.3845 6.7763 1.0733
C -1.3107 6.0025 1.8216
O -2.1035 6.7434 -0.3235
H -1.5031 8.7375 1.3573
H -3.2212 8.7697 0.9839
H -2.6831 8.2815 2.6079
H -3.3571 6.2950 1.2234
H -0.3208 6.4395 1.6492
H -1.2649 4.9673 1.4669
H -1.5070 5.9957 2.8982
H -1.2416 7.1688 -0.4662
```

Calculated values
Electronic energy in hartree: -2154.35426
Kohn-Sham gap in Ha: 0.114
Total charge: -1